--- i ---
Here is a structure of composition C26H53BIrN9O8P3 from OMol25. Energies are from the ωB97M-V functional and the def2-TZVPD basis.

Each line ends with the Löwdin spin population.
Atoms and positions in Å:
Ir -0.56 -0.86 0.57  0.000
C 0.36 2.36 4.68  0.000
C -0.20 1.39 3.63  0.000
C -1.19 2.16 2.77  0.000
C 0.94 0.69 2.91  0.000
C 2.27 0.75 3.33  0.000
C 2.96 -0.17 2.58  0.000
N 2.10 -0.74 1.74  0.000
N 0.86 -0.25 1.93  0.000
B 2.26 -2.03 0.91  0.000
N 1.16 -3.00 1.41  0.000
C 1.30 -4.23 1.89  0.000
C 0.05 -4.76 2.14  0.000
C -0.86 -3.77 1.77  0.000
N -0.17 -2.70 1.32  0.000
C -2.35 -3.92 1.84  0.000
C -2.94 -4.10 0.43  0.000
C -2.75 -5.11 2.71  0.000
N 1.96 -1.77 -0.56  0.000
C 2.68 -2.11 -1.63  0.000
C 1.87 -2.05 -2.74  0.000
C 0.60 -1.69 -2.27  0.000
N 0.68 -1.54 -0.93  0.000
C -0.61 -1.64 -3.16  0.000
C -0.64 -2.87 -4.07  0.000
C -0.61 -0.35 -3.99  0.000
H -0.46 2.88 5.16  0.000
H 0.93 1.85 5.45  0.000
H 1.00 3.11 4.21  0.000
H -0.73 0.60 4.16  0.000
H -0.78 3.13 2.49  0.000
H -1.46 1.62 1.87  0.000
H -2.11 2.34 3.33  0.000
H 2.66 1.36 4.12  0.000
H 3.99 -0.47 2.59  0.000
H 3.35 -2.48 1.06  0.000
H 2.29 -4.65 2.02  0.000
H -0.18 -5.72 2.54  0.000
H -2.72 -3.02 2.31  0.000
H -2.45 -4.94 -0.08  0.000
H -4.00 -4.37 0.49  0.000
H -2.82 -3.22 -0.20  0.000
H -2.48 -6.06 2.24  0.000
H -2.28 -5.07 3.70  0.000
H -3.83 -5.11 2.86  0.000
H 3.71 -2.40 -1.53  0.000
H 2.13 -2.27 -3.76  0.000
H -1.50 -1.66 -2.54  0.000
H 0.17 -2.85 -4.81  0.000
H -0.54 -3.80 -3.50  0.000
H -1.58 -2.90 -4.62  0.000
H 0.35 -0.20 -4.48  0.000
H -1.38 -0.41 -4.76  0.000
H -0.84 0.51 -3.37  0.000
C -5.49 0.20 -0.14  0.000
C -4.10 0.55 0.36  0.000
O -3.94 1.93 0.66  0.000
P -3.62 -0.43 1.84  0.000
O -4.53 -1.71 1.87  0.000
O -4.18 0.44 3.02  0.000
O -2.15 -0.73 2.00  0.000
P -2.82 0.23 -0.93  0.000
O -1.60 1.10 -0.27  0.000
O -3.22 0.67 -2.26  0.000
O -2.22 -1.16 -0.65  0.000
H -6.24 0.31 0.65  0.000
H -5.54 -0.82 -0.51  0.000
H -5.73 0.87 -0.97  0.000
H -4.76 2.28 1.02  0.000
H -4.25 -2.45 1.31  0.000
H -4.11 0.06 3.91  0.000
H -1.87 2.01 -0.07  0.000
C 3.27 4.56 -0.56  0.031
N 2.29 3.52 -0.31  0.336
C 1.11 3.97 0.42  0.031
P 2.12 2.15 -1.28  -0.003
O 1.16 1.21 -0.68  0.012
N 1.53 2.78 -2.73  0.403
C 0.09 2.98 -2.84  0.039
C 2.32 3.62 -3.61  0.038
N 3.67 1.73 -1.62  -0.003
C 4.00 0.97 -2.83  0.003
C 4.62 1.53 -0.53  0.002
H 3.63 4.95 0.39  0.012
H 2.81 5.39 -1.11  0.012
H 4.11 4.17 -1.13  0.000
H 1.41 4.29 1.42  0.014
H 0.41 3.15 0.51  0.000
H 0.65 4.83 -0.09  0.011
H -0.43 2.35 -2.14  0.000
H -0.23 2.73 -3.86  0.016
H -0.15 4.04 -2.67  0.015
H 3.38 3.45 -3.46  0.000
H 2.08 4.67 -3.45  0.016
H 2.07 3.37 -4.65  0.014
H 3.15 0.95 -3.52  0.001
H 4.25 -0.05 -2.57  0.000
H 4.85 1.42 -3.33  0.000
H 4.23 1.95 0.40  0.001
H 5.57 2.01 -0.77  0.000
H 4.80 0.46 -0.38  0.000

**E_HOMO (alpha / beta)**: -13.8 / -13.8 eV
**LUMO (alpha / beta)**: -4.40 / -9.02 eV
**<S²>**: 0.761
**Charge**: +2
**2S+1**: 2


--- ii ---
Here is a structure of composition C26H53BIrN9O8P3 from OMol25. Energies are from the ωB97M-V functional and the def2-TZVPD basis.

Each line ends with the Löwdin spin population.
Atoms and positions in Å:
Ir 0.43 0.26 0.32  0.000
C 0.48 -4.26 3.05  0.000
C 0.71 -3.00 2.21  0.000
C 1.69 -3.32 1.09  0.000
C -0.60 -2.41 1.75  0.000
C -1.86 -2.96 2.03  0.000
C -2.78 -2.02 1.61  0.000
N -2.11 -0.99 1.10  0.000
N -0.78 -1.20 1.17  0.000
B -2.62 0.41 0.75  0.000
N -1.86 1.40 1.64  0.000
C -2.35 2.29 2.50  0.000
C -1.31 2.97 3.07  0.000
C -0.15 2.45 2.50  0.000
N -0.50 1.50 1.61  0.000
C 1.25 2.86 2.83  0.000
C 1.88 3.74 1.74  0.000
C 1.30 3.59 4.17  0.000
N -2.26 0.70 -0.71  0.000
C -3.07 1.12 -1.69  0.000
C -2.28 1.55 -2.73  0.000
C -0.96 1.40 -2.30  0.000
N -0.97 0.89 -1.05  0.000
C 0.22 1.80 -3.13  0.000
C 0.01 3.19 -3.74  0.000
C 0.46 0.75 -4.23  0.000
H 1.45 -4.68 3.33  0.000
H -0.08 -4.06 3.96  0.000
H -0.05 -5.02 2.47  0.000
H 1.16 -2.25 2.87  0.000
H 1.40 -4.24 0.58  0.000
H 1.72 -2.51 0.37  0.000
H 2.69 -3.47 1.48  0.000
H -2.06 -3.89 2.52  0.000
H -3.85 -2.00 1.67  0.000
H -3.80 0.50 0.93  0.000
H -3.42 2.36 2.66  0.000
H -1.37 3.74 3.83  0.000
H 1.81 1.93 2.95  0.000
H 1.26 4.62 1.57  0.000
H 2.86 4.12 2.08  0.000
H 2.00 3.22 0.79  0.000
H 0.83 4.57 4.10  0.000
H 0.81 3.03 4.96  0.000
H 2.34 3.75 4.47  0.000
H -4.14 1.10 -1.55  0.000
H -2.61 1.97 -3.66  0.000
H 1.10 1.85 -2.50  0.000
H -0.78 3.18 -4.48  0.000
H -0.24 3.92 -2.97  0.000
H 0.93 3.51 -4.23  0.000
H -0.46 0.57 -4.79  0.000
H 1.22 1.11 -4.92  0.000
H 0.82 -0.18 -3.80  0.000
C 5.39 0.52 -0.39  0.000
C 4.08 -0.23 -0.17  0.000
O 4.18 -1.62 -0.49  0.000
P 3.46 -0.07 1.54  0.000
O 4.04 1.26 2.16  0.000
O 4.26 -1.19 2.29  0.000
O 1.97 -0.20 1.69  0.000
P 2.78 0.39 -1.30  0.000
O 1.66 -0.84 -1.12  0.000
O 3.25 0.59 -2.66  0.000
O 1.95 1.44 -0.54  0.000
H 6.15 0.20 0.32  0.000
H 5.26 1.59 -0.28  0.000
H 5.73 0.32 -1.41  0.000
H 5.06 -1.95 -0.25  0.000
H 3.55 2.07 1.93  0.000
H 4.17 -1.23 3.26  0.000
H 2.04 -1.73 -1.21  0.000
C -2.69 -5.28 -3.15  0.032
N -1.84 -4.27 -2.53  0.357
C -0.71 -4.80 -1.78  0.032
P -1.81 -2.65 -3.00  -0.003
O -0.98 -1.86 -2.08  0.005
N -1.02 -2.89 -4.49  0.397
C 0.44 -2.90 -4.49  0.035
C -1.64 -3.51 -5.65  0.036
N -3.34 -2.29 -3.38  -0.003
C -3.66 -1.28 -4.40  0.002
C -4.38 -2.49 -2.36  0.002
H -3.05 -5.96 -2.38  0.013
H -2.11 -5.88 -3.86  0.012
H -3.53 -4.82 -3.65  0.000
H -1.09 -5.44 -0.98  0.014
H -0.15 -3.98 -1.34  0.000
H -0.07 -5.41 -2.43  0.011
H 0.81 -2.40 -3.60  0.000
H 0.79 -2.37 -5.38  0.015
H 0.80 -3.93 -4.54  0.013
H -2.72 -3.47 -5.58  0.000
H -1.31 -4.55 -5.74  0.014
H -1.31 -2.98 -6.54  0.014
H -2.77 -1.01 -4.97  0.001
H -4.03 -0.38 -3.92  0.000
H -4.42 -1.67 -5.08  0.000
H -4.01 -3.12 -1.56  0.001
H -5.25 -2.96 -2.81  0.000
H -4.67 -1.53 -1.94  0.000

**E_HOMO (alpha / beta)**: -13.7 / -13.7 eV
**LUMO (alpha / beta)**: -4.10 / -8.55 eV
**<S²>**: 0.760
**Charge**: +2
**2S+1**: 2


Stability ranking, top and bottom: ii is the most stable and i is the least stable.


--- i ---
Here is the ion C4H8N2P with charge +1 from OMol25. Energies are from the ωB97M-V functional and the def2-TZVPD basis.

Each line ends with the natural charge from an NBO analysis.
Atoms and positions in Å:
C -0.26 1.90 1.61  -0.627
C -0.15 0.86 0.52  0.174
C 0.41 0.96 -0.70  -0.073
N 0.43 -0.27 -1.24  -0.472
C -0.09 -1.18 -0.44  0.173
P -0.26 -2.99 -0.84  0.377
N -0.47 -0.52 0.68  -0.493
H 0.53 2.65 1.49  0.255
H -1.25 2.22 1.60  0.244
H -0.13 1.37 2.48  0.226
H 1.01 1.73 -1.13  0.255
H 0.96 -0.51 -2.07  0.451
H 1.08 -2.82 -1.49  0.011
H -0.97 -2.49 -2.07  0.032
H -0.83 -0.91 1.59  0.466

**E_HOMO**: -13.9 eV
**SMILES**: Cc1c[nH]c(P)[nH+]1
**LUMO**: -3.42 eV
**Charge**: +1
**2S+1**: 1


--- ii ---
Here is the ion C4H8N2P with charge +1 from OMol25. Energies are from the ωB97M-V functional and the def2-TZVPD basis.

Each line ends with the natural charge from an NBO analysis.
Atoms and positions in Å:
N -1.04 -1.24 1.26  -0.854
C -0.06 -0.34 0.80  -0.065
P 1.02 -0.94 -0.59  0.960
N -0.69 -0.59 -1.37  -1.005
C 1.78 0.66 -0.60  -0.641
C 1.07 1.55 0.19  -0.073
C -0.02 0.98 1.03  -0.332
H -2.01 -0.96 1.50  0.430
H -0.70 -2.22 1.53  0.434
H -1.25 -1.23 -0.58  0.476
H -0.50 -0.99 -2.31  0.435
H -0.95 0.39 -1.62  0.455
H 2.54 0.78 -1.34  0.264
H 1.48 2.55 0.40  0.250
H -0.68 1.60 1.70  0.266

**E_HOMO**: -13.1 eV
**SMILES**: NC1=P([NH3+])=CC=C1
**LUMO**: -4.67 eV
**Charge**: +1
**2S+1**: 1


Stability ranking, top and bottom: i is the most stable and ii is the least stable.


--- i ---
Here is a structure of composition C37H35Cl3Ge2N3O2S2Zr from OMol25. Energies are from the ωB97M-V functional and the def2-TZVPD basis.

Each line ends with the Löwdin charge.
Atoms and positions in Å:
Zr 0.09 -0.59 -0.69  1.094
C -3.18 3.37 -0.60  -0.177
C -1.87 3.12 0.17  -0.380
Ge -1.81 1.38 1.02  0.750
C -2.30 1.52 2.92  -0.337
C -3.52 2.41 3.17  -0.169
C -3.34 0.32 0.42  -0.265
C -3.56 -0.96 0.07  -0.349
Ge -1.96 -2.18 -0.06  0.809
C -1.91 -3.20 1.64  -0.413
C -3.18 -3.81 2.24  -0.190
C -2.21 -3.45 -1.59  -0.387
C -3.16 -4.65 -1.53  -0.181
C -4.98 -1.37 -0.18  -0.221
C -5.91 -0.49 -0.73  -0.044
C -7.24 -0.85 -0.90  -0.094
C -7.67 -2.12 -0.53  -0.110
C -6.76 -3.02 -0.01  -0.087
C -5.43 -2.65 0.15  -0.067
H -3.17 4.37 -1.04  0.067
H -4.05 3.32 0.06  0.058
H -3.32 2.64 -1.40  0.034
H -1.76 3.86 0.96  0.027
H -1.00 3.20 -0.48  0.030
H -1.46 1.86 3.52  0.033
H -2.51 0.49 3.22  0.064
H -3.34 3.44 2.85  0.060
H -3.80 2.44 4.22  0.061
H -4.40 2.05 2.61  0.057
H -4.22 0.97 0.52  0.047
H -1.47 -2.49 2.35  0.024
H -1.15 -3.98 1.49  0.043
H -3.94 -3.05 2.41  0.061
H -2.95 -4.26 3.21  0.063
H -3.61 -4.59 1.61  0.049
H -1.19 -3.82 -1.77  0.039
H -2.44 -2.82 -2.45  0.047
H -3.02 -5.24 -0.61  0.053
H -2.99 -5.33 -2.37  0.058
H -4.20 -4.35 -1.57  0.046
H -5.58 0.49 -1.06  0.107
H -7.93 -0.14 -1.33  0.096
H -8.71 -2.40 -0.66  0.092
H -7.08 -4.02 0.28  0.099
H -4.72 -3.36 0.55  0.056
S 1.42 1.61 -1.22  0.621
C 0.75 2.00 -2.79  -0.660
C 1.47 2.82 -3.66  -0.062
C 0.99 3.18 -4.90  -0.198
C 1.79 4.03 -5.76  -0.180
N 2.44 4.71 -6.42  0.149
C -0.26 2.72 -5.31  -0.196
C -1.00 1.92 -4.46  -0.058
C -0.52 1.54 -3.20  -0.616
S -1.58 0.54 -2.18  0.630
C -0.80 3.06 -6.61  -0.182
N -1.23 3.32 -7.65  0.148
H 2.45 3.17 -3.35  0.112
H -1.97 1.55 -4.77  0.113
Cl 0.53 3.23 2.25  0.750
C 1.15 1.68 2.75  -0.578
C 2.04 1.68 3.81  -0.122
C 2.65 0.51 4.22  -0.102
C 2.40 -0.66 3.52  -0.119
C 1.50 -0.63 2.47  -0.544
Cl 1.24 -2.09 1.55  0.792
C 0.77 0.50 2.06  -0.429
N -0.20 0.36 1.09  -0.365
H 2.26 2.62 4.30  0.100
H 3.33 0.51 5.07  0.100
H 2.88 -1.59 3.78  0.103
Cl 7.61 -0.12 -3.30  0.647
C 5.93 -0.47 -3.00  -0.660
C 5.51 -0.71 -1.70  -0.092
C 4.17 -1.01 -1.48  -0.013
C 3.28 -1.04 -2.54  -0.155
C 3.71 -0.78 -3.82  0.000
C 5.05 -0.50 -4.06  -0.093
C 1.83 -1.32 -2.32  -0.654
O 0.95 -0.92 -3.07  -0.017
O 1.49 -1.97 -1.22  -0.282
H 6.21 -0.66 -0.88  0.105
H 3.83 -1.20 -0.47  0.115
H 3.00 -0.78 -4.63  0.128
H 5.40 -0.29 -5.07  0.106

**E_HOMO**: -5.0 eV
**LUMO**: 2.18 eV
**Charge**: -1
**2S+1**: 1


--- ii ---
Here is a structure of composition C37H35Cl3Ge2N3O2S2Zr from OMol25. Energies are from the ωB97M-V functional and the def2-TZVPD basis.

Each line ends with the Löwdin charge.
Atoms and positions in Å:
Zr 0.23 1.50 0.36  1.138
C -3.56 -1.25 -1.98  -0.190
C -3.10 0.02 -1.26  -0.395
Ge -1.83 -0.27 0.25  0.783
C -3.05 -0.23 1.82  -0.401
C -4.27 -1.14 1.72  -0.191
C -1.38 -2.19 0.11  -0.240
C -0.21 -2.82 -0.08  -0.287
Ge 1.53 -1.93 -0.24  0.885
C 2.72 -2.07 1.32  -0.323
C 3.14 -3.36 2.01  -0.178
C 2.44 -2.36 -1.92  -0.321
C 2.77 -3.81 -2.26  -0.168
C -0.22 -4.33 -0.19  -0.225
C 0.93 -5.08 0.02  -0.087
C 0.93 -6.47 -0.06  -0.082
C -0.23 -7.14 -0.37  -0.104
C -1.39 -6.41 -0.61  -0.090
C -1.38 -5.03 -0.53  -0.042
H -4.20 -1.03 -2.84  0.061
H -4.13 -1.90 -1.32  0.054
H -2.71 -1.83 -2.34  0.054
H -3.96 0.56 -0.84  0.054
H -2.66 0.71 -1.99  0.017
H -3.36 0.81 1.93  0.055
H -2.46 -0.47 2.71  0.034
H -4.87 -0.92 0.83  0.049
H -4.93 -1.04 2.59  0.058
H -3.99 -2.20 1.66  0.054
H -2.25 -2.84 0.23  0.036
H 2.23 -1.41 2.04  0.035
H 3.60 -1.52 0.98  0.055
H 2.29 -3.94 2.37  0.062
H 3.77 -3.14 2.88  0.065
H 3.73 -4.02 1.36  0.058
H 3.36 -1.77 -1.89  0.069
H 1.83 -1.93 -2.71  0.027
H 3.46 -4.26 -1.55  0.063
H 3.25 -3.88 -3.25  0.064
H 1.88 -4.44 -2.29  0.056
H 1.87 -4.59 0.24  0.057
H 1.85 -7.01 0.11  0.103
H -0.24 -8.23 -0.43  0.094
H -2.31 -6.92 -0.88  0.098
H -2.29 -4.49 -0.75  0.100
S 0.37 0.93 2.83  0.568
C 0.99 2.32 3.71  -0.667
C 1.24 2.17 5.07  -0.072
C 1.74 3.22 5.84  -0.203
C 1.99 3.02 7.24  -0.187
N 2.17 2.84 8.36  0.146
C 1.99 4.45 5.22  -0.202
C 1.73 4.61 3.87  -0.068
C 1.22 3.56 3.09  -0.693
S 0.87 3.83 1.41  0.603
C 2.51 5.57 5.97  -0.185
N 2.93 6.45 6.57  0.147
H 1.06 1.22 5.55  0.110
H 1.92 5.57 3.40  0.111
Cl 0.07 0.10 -2.92  0.761
C 1.61 0.83 -2.55  -0.599
C 2.19 1.64 -3.51  -0.112
C 3.26 2.44 -3.15  -0.080
C 3.71 2.48 -1.84  -0.100
C 3.13 1.64 -0.90  -0.591
Cl 3.64 1.77 0.76  0.711
C 2.10 0.74 -1.23  -0.527
N 1.49 -0.04 -0.23  -0.341
H 1.77 1.68 -4.50  0.104
H 3.73 3.08 -3.89  0.104
H 4.49 3.16 -1.54  0.106
Cl -4.79 5.47 -5.18  0.647
C -3.74 4.80 -3.97  -0.660
C -2.39 4.65 -4.25  -0.096
C -1.56 4.10 -3.28  0.002
C -2.08 3.72 -2.06  -0.127
C -3.44 3.88 -1.78  0.001
C -4.27 4.43 -2.74  -0.092
C -1.20 3.10 -1.04  -0.633
O 0.05 2.91 -1.29  -0.189
O -1.66 2.70 0.05  -0.168
H -2.01 4.95 -5.22  0.104
H -0.50 3.97 -3.47  0.121
H -3.82 3.57 -0.82  0.126
H -5.33 4.56 -2.55  0.105

**E_HOMO**: -5.1 eV
**LUMO**: 1.93 eV
**Charge**: -1
**2S+1**: 1


Stability ranking, top and bottom: ii is the most stable and i is the least stable.